The following is a quantum chemistry calculation of a molecular structure, C48H63As3IKN5O3S3Se, from the OMol25 dataset.

```
! RIJCOSX wB97M-V def2-TZVPD def2/J DEFGRID3
* xyz -1 1
K 0.756 0.213 -0.384
C 3.619 0.719 -3.633
As 3.574 -0.293 -1.929
C 4.112 -1.979 -2.764
C 5.390 0.046 -1.179
C 5.891 1.437 -0.695
C 7.114 1.167 0.192
C 4.908 2.216 0.208
As 3.075 2.656 -0.376
C 3.438 4.177 -1.573
C 2.744 3.783 1.205
C 6.302 2.344 -1.882
As 8.064 2.079 -2.729
C 7.990 3.764 -3.722
C 7.612 0.958 -4.270
H 4.580 0.637 -4.121
H 3.342 1.764 -3.495
H 2.853 0.271 -4.268
H 4.963 -1.809 -3.426
H 3.276 -2.364 -3.347
H 4.358 -2.694 -1.983
H 6.095 -0.342 -1.915
H 5.419 -0.658 -0.343
H 6.787 0.671 1.109
H 7.623 2.098 0.464
H 7.846 0.524 -0.300
H 5.376 3.167 0.480
H 4.739 1.665 1.136
H 2.520 4.757 -1.659
H 3.714 3.842 -2.571
H 4.231 4.806 -1.166
H 3.564 4.493 1.329
H 2.669 3.143 2.083
H 1.812 4.337 1.087
H 6.363 3.377 -1.529
H 5.550 2.332 -2.666
H 8.146 4.597 -3.037
H 7.021 3.879 -4.213
H 8.781 3.772 -4.472
H 7.411 -0.066 -3.957
H 8.470 0.953 -4.945
H 6.748 1.352 -4.798
N 0.009 -0.251 1.870
S -0.864 -1.335 2.267
N -2.519 -1.017 2.407
S -3.775 -0.990 1.568
N -4.094 -0.107 0.364
S -2.879 0.509 -0.601
N -1.573 -0.099 -0.502
C -3.704 0.333 -2.165
C -4.977 0.830 -2.434
C -5.508 0.634 -3.697
C -4.762 -0.037 -4.668
C -3.494 -0.517 -4.381
C -2.948 -0.334 -3.112
C -3.114 2.240 -0.292
C -2.653 3.074 -1.303
C -2.682 4.446 -1.104
C -3.170 4.964 0.090
C -3.630 4.113 1.091
C -3.605 2.738 0.908
C -4.236 -2.620 1.064
C -4.259 -3.626 2.024
C -4.620 -4.904 1.637
C -4.939 -5.164 0.306
C -4.891 -4.151 -0.642
C -4.535 -2.859 -0.268
C -5.044 -0.593 2.742
C -4.727 0.065 3.919
C -5.768 0.432 4.768
C -7.084 0.136 4.438
C -7.377 -0.521 3.248
C -6.354 -0.886 2.387
C -0.936 -2.957 1.460
C -1.020 -3.017 0.070
C -1.089 -4.255 -0.549
C -1.064 -5.423 0.199
C -0.969 -5.353 1.582
C -0.904 -4.124 2.224
C -0.627 -1.815 3.972
C -1.642 -2.068 4.887
C -1.304 -2.352 6.204
C 0.034 -2.398 6.582
C 1.036 -2.155 5.650
C 0.714 -1.852 4.334
H -5.532 1.362 -1.669
H -6.494 1.015 -3.935
H -5.174 -0.169 -5.662
H -2.911 -1.014 -5.147
H -1.947 -0.678 -2.857
H -2.247 2.681 -2.234
H -2.306 5.096 -1.886
H -3.191 6.037 0.243
H -3.999 4.521 2.025
H -3.946 2.075 1.692
H -3.994 -3.412 3.054
H -4.641 -5.701 2.370
H -5.216 -6.169 0.007
H -5.126 -4.359 -1.679
H -4.497 -2.050 -0.988
H -3.693 0.280 4.162
H -5.543 0.950 5.692
H -7.887 0.421 5.108
H -8.404 -0.748 2.986
H -6.572 -1.386 1.451
H -1.023 -2.113 -0.522
H -1.130 -4.293 -1.632
H -1.097 -6.387 -0.296
H -0.922 -6.260 2.173
H -0.786 -4.097 3.298
H -2.679 -2.031 4.580
H -2.085 -2.537 6.933
H 0.296 -2.622 7.609
H 2.078 -2.195 5.942
H 1.485 -1.664 3.592
O 2.777 0.492 1.811
H 3.065 -0.369 1.455
H 1.842 0.313 2.030
O -0.494 2.519 1.303
H -0.374 1.594 1.613
H 0.312 2.719 0.811
O 0.504 -1.628 -2.931
H 1.040 -1.976 -2.198
H 0.625 -0.659 -2.911
I 2.525 -2.833 0.610
Se -0.736 3.143 -4.609
C 0.119 2.125 -3.345
N 0.677 1.488 -2.537
*
```

Summary:
Energy relative to the best compared isomer or geometry (same formula, charge and spin) ... 0.0 kJ/mol
Lowest unoccupied orbital energy ... 1.65 eV

These are the Mulliken partial charges, in e, on atoms 1 to 4: 1.420, -1.317, 0.972, -1.490



The following is a quantum chemistry calculation of 11 unconnected molecules or ions with the total composition C48H66O6S4, from the OMol25 dataset.

```
! RIJCOSX wB97M-V def2-TZVPD def2/J DEFGRID3
* xyz -1 2
C -0.099 -4.074 -1.141
S -1.342 -3.514 0.100
O -1.092 -2.016 0.219
C -2.682 -3.752 -1.180
H 0.794 -4.282 -0.551
H -0.008 -3.353 -1.954
H -0.445 -4.981 -1.637
H -3.172 -4.711 -1.011
H -2.345 -3.584 -2.203
H -3.332 -2.883 -1.077
C -4.521 -3.384 2.869
S -3.686 -2.982 4.484
O -2.762 -4.120 4.825
C -2.717 -1.596 3.905
H -4.667 -4.457 2.742
H -3.969 -2.947 2.037
H -5.486 -2.877 2.848
H -1.840 -1.824 3.300
H -2.312 -0.986 4.713
H -3.213 -0.963 3.170
C 0.518 3.091 -3.136
S 2.235 3.815 -3.177
O 2.290 5.084 -4.030
C 2.349 4.562 -1.515
H 0.306 2.274 -2.446
H 0.245 2.964 -4.184
H -0.046 3.966 -2.815
H 1.596 5.323 -1.310
H 3.229 5.192 -1.381
H 2.388 3.875 -0.670
C -0.649 0.742 1.341
S 0.977 1.452 0.651
O 2.029 1.369 1.754
C 1.341 0.134 -0.690
H -1.000 1.477 2.065
H -0.648 -0.210 1.872
H -1.528 0.692 0.698
H 1.538 -0.758 -0.095
H 2.204 0.325 -1.327
H 0.477 -0.240 -1.240
C -0.083 5.440 4.967
C -0.218 4.062 4.831
C 0.610 3.268 4.022
C 1.630 3.949 3.341
C 1.683 5.361 3.408
C 0.863 6.100 4.186
H -0.624 6.095 5.635
H -1.021 3.601 5.386
H 0.343 2.241 3.819
H 2.340 3.404 2.736
H 2.267 6.052 2.817
H 0.850 7.180 4.171
C -5.741 5.220 1.897
C -5.550 3.985 1.297
C -4.531 3.135 1.668
C -3.750 3.499 2.798
C -4.135 4.540 3.676
C -5.073 5.423 3.163
H -6.456 5.951 1.550
H -6.100 3.773 0.392
H -4.408 2.274 1.028
H -2.907 2.893 3.096
H -3.663 4.754 4.623
H -5.387 6.253 3.780
C 4.465 -4.002 -4.860
C 5.349 -4.421 -3.876
C 5.325 -3.872 -2.624
C 4.481 -2.773 -2.349
C 3.649 -2.427 -3.380
C 3.570 -3.094 -4.630
H 4.385 -4.630 -5.735
H 5.966 -5.283 -4.083
H 6.012 -4.304 -1.910
H 4.351 -2.288 -1.393
H 2.855 -1.722 -3.180
H 2.844 -2.914 -5.408
C -2.163 -1.523 -5.483
C -1.041 -1.104 -4.704
C 0.007 -1.923 -4.331
C -0.177 -3.298 -4.538
C -1.443 -3.768 -4.970
C -2.362 -2.866 -5.449
H -2.819 -0.775 -5.902
H -0.984 -0.035 -4.566
H 0.902 -1.476 -3.925
H 0.720 -3.844 -4.287
H -1.711 -4.813 -5.036
H -3.302 -3.287 -5.774
C -6.077 -0.580 -2.257
C -4.709 -0.314 -2.423
C -3.855 -0.183 -1.332
C -4.383 -0.219 -0.016
C -5.691 -0.644 0.213
C -6.545 -0.905 -0.936
H -6.654 -0.645 -3.167
H -4.301 -0.343 -3.423
H -2.794 -0.091 -1.511
H -3.676 -0.185 0.799
H -6.065 -0.863 1.202
H -7.590 -1.159 -0.837
C 4.740 1.540 -0.729
C 5.428 1.439 -1.943
C 6.444 0.499 -2.088
C 6.843 -0.156 -0.976
C 6.251 0.050 0.254
C 5.257 0.937 0.380
H 3.859 2.151 -0.598
H 5.221 1.929 -2.883
H 6.870 0.477 -3.080
H 7.751 -0.740 -0.983
H 6.922 -0.203 1.062
H 4.869 0.945 1.388
O 4.444 -2.887 2.085
C 3.639 -2.392 2.857
O 4.004 -1.399 3.581
C 2.942 -0.838 4.198
C 1.878 -1.837 4.168
C 2.165 -2.767 3.115
H 2.502 0.000 3.656
H 3.051 -0.309 5.145
H 0.925 -1.365 3.929
H 1.762 -2.367 5.113
H 1.745 -2.582 2.126
H 2.055 -3.848 3.192
*
```

Summary:
⟨S²⟩ ... 0.758
Lowest unoccupied orbital energy (spin up / spin down) ... 1.83 / 1.83 eV

These are the Mulliken partial charges, in e, on atoms 1 to 4: -0.772, 0.336, -0.329, -0.318



The following is a quantum chemistry calculation of a molecular structure, C48H67BHfN3P2SSb, from the OMol25 dataset.

```
! RIJCOSX wB97M-V def2-TZVPD def2/J DEFGRID3
* xyz 2 1
Hf -0.111 -0.068 -0.046
C -3.646 1.096 -1.764
C -4.192 1.504 -0.382
C -5.139 2.688 -0.551
C -4.965 0.328 0.216
P -2.645 1.801 0.697
C -1.829 3.176 -0.316
N -0.400 3.158 -0.102
B 0.486 2.048 -0.271
N 1.746 2.515 0.231
C 3.011 1.827 0.374
P 2.784 0.014 0.806
C 2.528 0.030 2.695
C 1.414 1.042 2.988
C 3.758 0.386 3.521
C 1.999 -1.364 3.052
C 4.507 -0.660 0.346
C 5.706 0.196 0.756
C 4.658 -2.078 0.900
C 4.463 -0.756 -1.186
C 1.636 3.855 0.580
C 2.582 4.748 1.058
C 2.173 6.038 1.338
C 0.855 6.436 1.134
C -0.095 5.555 0.649
C 0.302 4.255 0.377
C -3.108 2.736 2.305
C -3.644 4.157 2.146
C -4.122 1.882 3.069
C -1.814 2.809 3.123
H -4.288 0.333 -2.194
H -2.630 0.689 -1.690
H -3.643 1.937 -2.454
H -5.849 2.442 -1.340
H -4.610 3.591 -0.846
H -5.706 2.879 0.356
H -5.774 0.045 -0.455
H -5.418 0.583 1.169
H -4.328 -0.541 0.355
H -2.232 4.147 -0.031
H -2.054 3.018 -1.374
H 3.609 2.335 1.137
H 3.568 1.861 -0.573
H 1.728 2.062 2.784
H 1.150 0.994 4.044
H 0.506 0.818 2.390
H 4.194 1.326 3.190
H 4.516 -0.391 3.465
H 3.482 0.500 4.568
H 1.147 -1.628 2.408
H 1.673 -1.398 4.090
H 2.756 -2.132 2.926
H 5.886 0.168 1.825
H 5.599 1.228 0.436
H 6.593 -0.202 0.266
H 4.698 -2.100 1.985
H 5.585 -2.518 0.539
H 3.831 -2.709 0.566
H 4.485 0.222 -1.658
H 3.568 -1.283 -1.510
H 5.326 -1.310 -1.545
H 3.613 4.464 1.208
H 2.893 6.755 1.700
H 0.570 7.455 1.341
H -1.108 5.891 0.481
H -4.472 4.218 1.448
H -2.866 4.853 1.844
H -4.009 4.489 3.117
H -5.134 2.072 2.723
H -4.090 2.131 4.127
H -3.904 0.820 2.965
H -1.026 3.335 2.587
H -1.465 1.815 3.397
H -2.003 3.356 4.044
S 1.177 -2.485 -0.677
Sb 1.535 -4.746 -0.305
C 3.331 -5.114 -1.430
C 4.108 -6.240 -1.214
C 5.251 -6.431 -1.974
C 5.608 -5.514 -2.950
C 4.817 -4.400 -3.173
C 3.679 -4.202 -2.412
C -0.025 -6.052 -0.978
C -1.244 -5.555 -1.400
C -2.216 -6.438 -1.840
C -1.967 -7.800 -1.848
C -0.742 -8.288 -1.420
C 0.238 -7.412 -0.988
C 1.885 -5.108 1.788
C 0.820 -5.053 2.675
C 1.054 -5.239 4.029
C 2.336 -5.492 4.485
C 3.394 -5.558 3.590
C 3.169 -5.359 2.237
H 3.828 -6.972 -0.470
H 5.860 -7.305 -1.802
H 6.502 -5.669 -3.532
H 5.082 -3.688 -3.938
H 3.050 -3.341 -2.590
H -1.444 -4.493 -1.374
H -3.169 -6.060 -2.179
H -2.724 -8.486 -2.194
H -0.547 -9.350 -1.424
H 1.196 -7.790 -0.660
H -0.186 -4.876 2.316
H 0.232 -5.192 4.730
H 2.514 -5.647 5.538
H 4.392 -5.767 3.942
H 3.994 -5.408 1.538
C -1.889 -1.626 2.685
C -2.302 -1.979 1.290
C -3.280 -2.827 0.834
C -3.202 -2.822 -0.578
C -2.180 -1.972 -0.926
C -1.617 -1.688 -2.295
N -1.619 -1.444 0.222
H -2.758 -1.498 3.329
H -1.306 -0.691 2.686
H -1.284 -2.420 3.124
H -3.972 -3.389 1.427
H -3.828 -3.388 -1.239
H -2.431 -1.620 -3.015
H -0.957 -2.497 -2.622
H -1.018 -0.751 -2.330
*
```

Summary:
Energy relative to the best compared isomer or geometry (same formula, charge and spin) ... 321.9 kJ/mol
Lowest unoccupied orbital energy ... -6.51 eV

These are the Mulliken partial charges, in e, on atoms 1 to 4: -0.502, -1.673, 2.056, -2.033



| no. | maximum force (hartree/bohr) |
| --- | --- |
| 1 | 0.0337 |
| 2 | 0.0924 |
| 3 | 0.0760 |